[1]
C26H46NO2P3W as an isolated structure at a distorted geometry, computed with ωB97M-V/def2-TZVPD.

- lowest unoccupied orbital energy (alpha / beta) (Ha) = -0.479 / -0.525
- spin multiplicity = 3
- molar mass (g mol⁻¹) = 681.4
- total charge = +4
- gap between HOMO and LUMO (alpha / beta) (eV) = 6.353 / 4.734
- energy (eV) = -62939.891

The geometry in XYZ format:
```
79
C26H46NO2P3W (ωB97M-V/def2-TZVPD)
P -2.416 -2.000 1.504
C -1.346 -3.381 1.794
H -1.851 -4.052 2.500
H -0.401 -3.048 2.234
H -1.135 -3.922 0.866
C -2.700 -1.032 2.967
H -3.212 -0.092 2.726
H -1.761 -0.802 3.484
H -3.341 -1.631 3.631
C -3.945 -2.339 0.658
H -4.599 -2.892 1.345
H -3.756 -2.935 -0.245
H -4.433 -1.400 0.366
P -1.060 0.904 -3.121
C 0.081 -0.434 -3.562
H 0.126 -0.578 -4.650
H -0.247 -1.363 -3.085
H 1.079 -0.190 -3.188
C -2.628 0.479 -3.949
H -3.353 1.293 -3.833
H -3.042 -0.416 -3.466
H -2.459 0.280 -5.017
C -0.403 2.359 -4.002
H -0.524 2.245 -5.089
H 0.659 2.471 -3.749
H -0.928 3.263 -3.671
P 2.133 2.661 1.110
C 3.679 1.799 1.113
H 4.346 2.321 1.809
H 4.118 1.803 0.110
H 3.549 0.762 1.438
C 2.135 4.250 0.302
H 2.925 4.864 0.754
H 1.163 4.744 0.433
H 2.326 4.128 -0.773
C 1.388 2.804 2.716
H 1.801 3.701 3.199
H 1.600 1.924 3.335
H 0.300 2.914 2.628
W -1.653 1.665 -0.402
C -1.609 -0.729 0.188
O -1.010 -1.413 -0.659
C 0.787 1.737 -0.060
O 1.406 1.213 -1.000
C -1.876 3.678 -0.675
C -1.706 3.384 0.695
C -2.515 2.404 1.314
C -3.454 1.674 0.546
C -3.628 1.973 -0.820
C -2.829 2.965 -1.432
H -1.250 4.424 -1.147
H -0.970 3.909 1.280
H -2.376 2.181 2.361
H -4.037 0.898 1.014
H -4.344 1.410 -1.403
H -2.950 3.187 -2.480
C 1.631 -4.098 -0.299
N 2.727 -3.211 -0.772
C 3.147 -3.556 -2.158
C 2.395 -1.737 -0.644
C 2.073 -1.397 0.777
C 2.864 -1.887 1.853
C 2.473 -1.624 3.165
C 1.353 -0.840 3.448
C 0.597 -0.295 2.376
C 1.015 -0.620 1.140
H 0.705 -3.830 -0.819
H 1.508 -3.991 0.782
H 1.912 -5.129 -0.536
H 3.538 -3.370 -0.153
H 2.305 -3.387 -2.836
H 3.992 -2.918 -2.433
H 3.444 -4.609 -2.171
H 3.272 -1.189 -1.017
H 1.556 -1.540 -1.320
H 3.769 -2.473 1.649
H 3.064 -2.035 3.989
H 1.064 -0.640 4.483
H -0.259 0.359 2.559
```



[2]
A 3-piece molecular cluster, C26H47BBrN2O16P2 overall at a distorted geometry, computed with ωB97M-V/def2-TZVPD.

- lowest unoccupied orbital energy (Ha) = -0.182
- spin multiplicity = 1
- molar mass (g mol⁻¹) = 796.3
- total charge = +1
- gap between HOMO and LUMO (eV) = 6.790
- energy (eV) = -152753.043

The geometry in XYZ format:
```
95
C26H47BBrN2O16P2 (ωB97M-V/def2-TZVPD)
C 2.159 0.818 3.564
O 0.783 0.353 3.697
B 0.164 0.160 2.468
O -0.625 -0.980 2.280
N 0.328 1.179 1.337
C 0.920 0.678 0.187
C 1.163 1.491 -0.980
C 0.780 2.904 -0.899
C 0.998 3.847 -2.113
O 0.282 3.723 -3.056
O 1.977 4.839 -2.137
Br 3.638 4.062 -2.314
C 0.146 3.425 0.336
N -0.189 4.827 0.326
C -1.629 5.097 0.553
C 0.677 5.622 1.171
C 2.235 5.561 0.916
O 0.287 6.365 2.034
C -0.082 2.498 1.451
C -0.790 2.988 2.770
C -2.309 2.580 2.638
O -2.602 1.646 1.939
O -3.333 3.221 3.339
C -4.105 4.102 2.537
C -4.682 3.766 1.132
O -4.366 5.170 3.000
H 2.174 1.820 3.053
H 2.631 0.916 4.576
H 2.762 0.093 2.958
H -0.154 -1.570 1.661
H 1.203 -0.402 0.139
H 1.611 1.074 -1.917
H -1.899 5.256 1.635
H -1.861 6.078 0.048
H -2.290 4.322 0.099
H 2.534 6.279 0.101
H 2.786 5.770 1.861
H 2.567 4.547 0.552
H -0.650 4.107 2.800
H -0.309 2.593 3.698
H -4.889 4.688 0.523
H -3.993 3.138 0.497
H -5.640 3.176 1.194
O 5.439 -2.398 -0.936
P 5.023 -3.671 -0.230
O 3.570 -3.153 0.374
C 2.469 -3.046 -0.512
C 1.961 -4.407 -0.948
O 5.946 -3.405 1.117
C 7.127 -2.604 1.067
C 6.830 -1.203 1.564
O 4.671 -5.212 0.343
C 5.604 -5.974 1.125
C 5.286 -5.835 2.601
H 2.745 -2.434 -1.380
H 1.674 -2.518 0.028
H 2.704 -4.921 -1.564
H 1.044 -4.307 -1.534
H 1.761 -5.041 -0.083
H 7.559 -2.596 0.066
H 7.866 -3.073 1.723
H 5.990 -0.754 1.032
H 7.702 -0.557 1.448
H 6.553 -1.230 2.621
H 6.631 -5.687 0.895
H 5.492 -7.020 0.833
H 5.270 -4.798 2.932
H 6.019 -6.379 3.202
H 4.294 -6.240 2.814
O -6.067 -2.709 -3.160
P -5.381 -1.408 -2.805
O -4.409 -1.261 -4.129
C -4.993 -0.845 -5.360
C -5.403 0.616 -5.321
O -4.279 -2.097 -1.775
C -4.553 -3.329 -1.109
C -3.890 -4.479 -1.841
O -4.860 0.115 -2.294
C -4.393 0.354 -0.965
C -2.877 0.309 -0.930
H -5.849 -1.484 -5.603
H -4.240 -0.990 -6.137
H -6.220 0.773 -4.610
H -5.740 0.947 -6.305
H -4.570 1.244 -5.001
H -5.625 -3.488 -0.992
H -4.136 -3.253 -0.099
H -4.163 -4.498 -2.896
H -4.164 -5.436 -1.392
H -2.802 -4.373 -1.801
H -4.842 -0.347 -0.260
H -4.728 1.354 -0.678
H -2.478 -0.628 -1.315
H -2.514 0.448 0.088
H -2.460 1.102 -1.560
```



[3]
One molecule with the formula C26H47BClNO7S at a distorted geometry, computed with ωB97M-V/def2-TZVPD.

- lowest unoccupied orbital energy (Ha) = 0.003
- SMILES = COCCCCCCCCCCC[C@]1(N=C=S)[C@](CCCOC(C)=O)(B(O)OC)CO[C@]1(Cl)C[C@H](C)O
- spin multiplicity = 1
- molar mass (g mol⁻¹) = 564.0
- gap between HOMO and LUMO (eV) = 9.594
- energy (eV) = -67581.603

The geometry in XYZ format:
```
84
C26H47BClNO7S (ωB97M-V/def2-TZVPD)
C 6.321 2.367 2.291
O 6.747 2.383 0.942
C 5.833 1.702 0.092
C 6.328 0.287 -0.258
C 5.385 -0.849 0.182
C 4.794 -1.669 -0.983
C 3.275 -1.765 -0.917
C 2.675 -2.484 -2.143
C 1.736 -1.601 -2.990
C 0.492 -2.346 -3.454
C -0.522 -2.534 -2.331
C -0.979 -1.179 -1.731
C -2.397 -1.325 -1.166
C -2.775 -0.388 -0.005
N -4.031 -1.026 0.575
C -5.098 -1.021 -0.046
S -6.473 -0.948 -0.800
C -2.841 1.083 -0.395
C -3.967 2.029 0.116
C -4.494 1.996 1.548
C -3.788 2.938 2.521
O -2.416 3.139 2.120
C -1.621 3.603 3.115
C -0.206 3.098 3.081
O -2.009 4.388 3.979
B -2.926 1.383 -1.969
O -3.832 0.714 -2.798
O -2.135 2.349 -2.501
C -2.010 2.408 -3.926
C -1.364 1.446 -0.074
O -0.832 0.526 0.891
C -1.725 -0.489 1.145
Cl -2.432 -0.027 2.825
C -1.068 -1.827 1.401
C -1.883 -2.862 2.207
C -1.332 -3.093 3.610
O -1.753 -4.141 1.534
H 7.115 2.741 2.927
H 6.090 1.349 2.602
H 5.451 3.010 2.416
H 4.858 1.620 0.571
H 5.726 2.313 -0.799
H 7.292 0.186 0.230
H 6.515 0.227 -1.326
H 4.589 -0.472 0.817
H 5.984 -1.535 0.776
H 5.091 -1.218 -1.927
H 5.209 -2.674 -0.976
H 2.890 -0.750 -0.840
H 3.017 -2.336 -0.030
H 2.159 -3.381 -1.815
H 3.502 -2.793 -2.778
H 2.282 -1.268 -3.870
H 1.490 -0.710 -2.420
H 0.815 -3.321 -3.817
H 0.006 -1.818 -4.273
H -1.371 -3.143 -2.625
H -0.012 -3.056 -1.520
H -0.978 -0.480 -2.566
H -0.251 -0.909 -0.980
H -2.519 -2.338 -0.797
H -3.099 -1.209 -1.984
H -3.643 3.047 -0.090
H -4.822 1.860 -0.538
H -5.515 2.372 1.515
H -4.564 1.009 1.980
H -4.284 3.899 2.584
H -3.789 2.492 3.509
H 0.427 3.960 3.259
H -0.052 2.429 3.919
H 0.041 2.600 2.153
H -4.691 1.136 -2.789
H -1.236 3.137 -4.140
H -2.927 2.724 -4.405
H -1.668 1.455 -4.311
H -0.712 1.301 -0.931
H -1.213 2.482 0.200
H -0.738 -2.327 0.500
H -0.171 -1.608 1.973
H -2.941 -2.637 2.227
H -0.756 -2.233 3.927
H -0.690 -3.964 3.565
H -2.133 -3.248 4.323
H -2.452 -4.190 0.882
```